No. 1
{"formula": "C18H23AlBr3F3NO7", "method": "wB97M-V/def2-TZVPD", "max_force_ev_per_a": 4.32, "molar_mass_g_mol": 689.1, "homo_energy_ha": -0.627, "orbital_gap_ha": 0.070, "charge": 3, "symbols": ["C", "C", "C", "C", "C", "O", "C", "O", "O", "C", "C", "O", "C", "C", "O", "C", "F", "F", "F", "H", "H", "H", "H", "H", "H", "H", "H", "H", "H", "H", "H", "H", "H", "H", "H", "H", "C", "Br", "Br", "Br", "H", "C", "C", "C", "C", "C", "C", "N", "O", "O", "H", "H", "H", "H", "H", "Al"], "coordinates": [[4.4660, 0.9702, 2.9316], [3.4229, 0.3120, 1.9412], [2.0015, 1.0305, 1.9038], [1.3105, 1.1582, 3.2860], [-0.0789, 1.9443, 3.2911], [0.0815, 3.1529, 2.5518], [-0.5557, 3.0807, 1.3223], [-0.7324, 3.8691, 0.5160], [-1.0405, 1.7415, 1.2605], [-1.3261, 1.2613, 2.5207], [-1.5131, -0.3087, 2.6950], [-1.0716, -1.0680, 1.5788], [-2.0672, -2.0939, 1.3117], [-2.5777, 1.8567, 3.3795], [-3.7968, 1.9294, 2.6916], [-3.9188, 2.9938, 1.8291], [-3.2761, 4.1179, 2.1893], [-3.6072, 2.6809, 0.5327], [-5.2433, 3.3028, 1.7965], [4.0330, 1.3933, 3.8662], [5.1283, 1.7017, 2.3955], [5.1604, 0.1406, 3.2569], [3.3026, -0.7965, 2.0930], [3.8603, 0.4057, 0.9109], [2.0576, 2.0323, 1.4025], [1.3265, 0.3821, 1.2519], [1.9885, 1.7516, 3.9716], [1.1817, 0.1613, 3.7985], [-0.3012, 2.0438, 4.3823], [-0.9610, -0.6495, 3.6218], [-2.6004, -0.5367, 2.8435], [-1.6695, -2.9317, 0.6936], [-2.9098, -1.6222, 0.7288], [-2.4367, -2.5497, 2.2734], [-2.2322, 2.7955, 3.8774], [-2.7407, 1.1225, 4.2192], [-3.2834, -3.8762, -2.3768], [-3.1610, -1.9450, -2.4699], [-1.6576, -4.7071, -3.0221], [-3.7926, -4.5242, -0.6265], [-4.0822, -4.1703, -3.0511], [1.5067, -2.0066, -6.5856], [2.4484, -2.4815, -5.6793], [2.6235, -1.8420, -4.4509], [1.8472, -0.7298, -4.1400], [0.9101, -0.2382, -5.0367], [0.7390, -0.8840, -6.2714], [2.0104, -0.0746, -2.8413], [2.8453, -0.5217, -2.0954], [1.2896, 0.8694, -2.5947], [1.3676, -2.5091, -7.5365], [3.0448, -3.3519, -5.9253], [3.3600, -2.2231, -3.7537], [0.3045, 0.6344, -4.8016], [0.0049, -0.5117, -6.9837], [-0.9896, -1.6827, -4.8737]], "mulliken_charge": [-1.0732, -0.4933, -0.1967, -0.8350, -0.4056, -0.3106, 0.4052, -0.2621, -0.3221, 1.8318, -1.1815, -0.1786, -0.6738, -1.3588, -0.2490, 0.8123, -0.2008, -0.1865, -0.2365, 0.3099, 0.3320, 0.3293, 0.3937, 0.2549, 0.2596, 0.1701, 0.4974, 0.2921, 0.6487, 0.3181, 0.7066, 0.2299, 0.3046, 0.3955, 0.6140, 0.5618, -0.3473, 0.0541, 0.0162, 0.0533, 0.4786, -0.5238, -0.4701, -0.2898, -0.0458, -0.3819, -0.4989, 1.1508, -0.5771, -0.5998, 0.4661, 0.4671, 0.5351, 0.6542, 0.6283, 0.7275]}

***

No. 2
{"formula": "C18H23AsN4PtS2Se", "method": "wB97M-V/def2-TZVPD", "max_force_ev_per_a": 1.34, "spin_multiplicity": 3, "molar_mass_g_mol": 708.5, "s2": 2.0171, "relative_energy_kj_mol": 98.3, "homo_energy_ha": [-0.268, -0.265], "orbital_gap_ha": [0.269, 0.198], "symbols": ["Pt", "S", "C", "C", "N", "C", "S", "C", "N", "C", "C", "As", "C", "C", "C", "C", "H", "H", "H", "H", "H", "H", "H", "H", "H", "H", "H", "H", "H", "H", "H", "C", "N", "C", "Se", "N", "C", "C", "C", "C", "C", "C", "H", "H", "H", "H", "H", "H", "H", "H"], "coordinates": [[-0.6453, -0.4310, 0.2223], [-2.9259, 0.9029, 0.3215], [-3.4036, 0.1562, 1.7962], [-4.3318, 0.9190, 2.5270], [-5.0733, 1.6125, 3.0644], [-2.9780, -1.0672, 2.2901], [-1.8459, -2.1433, 1.5791], [-3.4956, -1.4972, 3.5267], [-3.8849, -1.8636, 4.5422], [-1.8203, -3.7410, -2.1195], [-1.7995, -2.4026, -2.8423], [-0.4710, -1.1918, -2.0561], [1.2880, -2.0304, -2.4356], [1.5561, -2.5987, -3.8245], [-0.5994, 0.3991, -3.2355], [-0.7841, 0.1471, -4.7274], [-2.5606, -4.4046, -2.5639], [-2.0654, -3.6025, -1.0650], [-0.8408, -4.2177, -2.1828], [-2.7704, -1.9039, -2.7697], [-1.5665, -2.5384, -3.9010], [1.3906, -2.8227, -1.6854], [2.0396, -1.2702, -2.1919], [0.7743, -3.2922, -4.1329], [2.5009, -3.1433, -3.8206], [1.6342, -1.8058, -4.5665], [0.3002, 1.0019, -3.0589], [-1.4531, 0.9695, -2.8482], [0.0804, -0.3643, -5.1487], [-0.9076, 1.0953, -5.2502], [-1.6734, -0.4539, -4.9135], [2.5191, 3.3383, -0.1900], [1.1318, 3.4742, 0.1494], [0.3600, 2.5768, 0.8088], [0.9165, 0.9548, 1.4959], [-0.8734, 3.1058, 0.9567], [-0.9188, 4.3389, 0.3559], [-1.9349, 5.2703, 0.2282], [-1.6213, 6.4514, -0.4211], [-0.3550, 6.6783, -0.9588], [0.6609, 5.7447, -0.8479], [0.3669, 4.5788, -0.1584], [2.9093, 2.4192, 0.2431], [3.0741, 4.1929, 0.1991], [2.6406, 3.3019, -1.2740], [-1.6917, 2.5685, 1.2477], [-2.9188, 5.0655, 0.6174], [-2.3819, 7.2106, -0.5307], [-0.1595, 7.5920, -1.4977], [1.6319, 5.9096, -1.2904]], "mulliken_spin": [0.8187, 0.3572, 0.0166, -0.0284, 0.0071, 0.0209, 0.3850, -0.0167, 0.0169, -0.0042, 0.0043, 0.2013, -0.0034, 0.0111, 0.0035, 0.0128, -0.0003, 0.0040, -0.0007, -0.0010, 0.0018, 0.0026, 0.0057, 0.0008, 0.0008, -0.0003, 0.0010, 0.0087, -0.0001, 0.0000, -0.0005, -0.0038, 0.0114, 0.0044, 0.1583, 0.0007, -0.0006, 0.0011, 0.0011, -0.0010, 0.0012, 0.0060, 0.0013, -0.0007, -0.0010, -0.0036, -0.0001, 0.0001, 0.0000, 0.0000]}

***

No. 3
{"formula": "C18H23BO17P2", "method": "wB97M-V/def2-TZVPD", "max_force_ev_per_a": 1.11, "smiles": "CCP(C)O[P@@](=O)(OCOC(C)=O)OOB(O)O.O=C1C=C(O)C(=O)C=C1O.O=C1C=C(O)C(=O)C=C1O", "molar_mass_g_mol": 584.1, "homo_energy_ha": -0.341, "orbital_gap_ha": 0.273, "symbols": ["C", "C", "P", "C", "O", "P", "O", "O", "C", "O", "C", "C", "O", "O", "O", "B", "O", "O", "H", "H", "H", "H", "H", "H", "H", "H", "H", "H", "H", "H", "H", "H", "H", "O", "C", "C", "C", "O", "C", "O", "C", "C", "O", "H", "H", "H", "H", "O", "C", "C", "C", "O", "C", "O", "C", "C", "O", "H", "H", "H", "H"], "coordinates": [[0.1341, -4.8620, 4.8761], [-0.9690, -4.3851, 3.9141], [-1.0347, -2.5704, 3.8965], [-2.6868, -2.2267, 3.1774], [0.0194, -2.0575, 2.6666], [1.3706, -1.2796, 2.8877], [2.5350, -2.0169, 2.4009], [1.0976, 0.0883, 2.1577], [2.1829, 0.6590, 1.4133], [3.1086, 1.2789, 2.2403], [4.2342, 0.5787, 2.6432], [5.0527, -0.1099, 1.6033], [4.5576, 0.6386, 3.7812], [1.4274, -0.9855, 4.4653], [1.4773, 0.4187, 4.8029], [0.7570, 0.5880, 5.9973], [-0.1052, -0.3341, 6.4820], [0.9558, 1.7659, 6.6571], [0.4664, -5.8652, 4.6282], [0.9854, -4.1835, 4.8441], [-0.2343, -4.8491, 5.8987], [-1.9404, -4.6811, 4.3120], [-0.8638, -4.8423, 2.9310], [-3.1852, -1.5175, 3.8321], [-3.2865, -3.1323, 3.1411], [-2.5873, -1.7801, 2.2023], [2.6234, -0.1081, 0.7856], [1.7336, 1.4172, 0.7798], [5.7681, 0.5870, 1.1739], [4.4749, -0.5492, 0.7974], [5.5752, -0.9175, 2.1044], [-0.2341, -1.0855, 5.8811], [1.3436, 2.4227, 6.0682], [-3.3161, 1.5041, -3.6394], [-2.9334, 1.1681, -2.5316], [-1.8220, 0.2753, -2.2973], [-1.4962, -0.0391, -1.0341], [-0.4989, -0.8447, -0.7103], [-2.2567, 0.5093, 0.1484], [-1.8807, 0.1427, 1.2460], [-3.3567, 1.4199, -0.0880], [-3.6810, 1.7362, -1.3500], [-4.6665, 2.5587, -1.6691], [-1.2914, -0.1113, -3.1569], [-0.4889, -0.9041, 0.2675], [-3.8834, 1.8183, 0.7674], [-4.6825, 2.6087, -2.6445], [-1.1369, 0.4228, -5.6531], [-0.5266, 1.2426, -6.3127], [0.7508, 0.9789, -6.9465], [1.3575, 1.9532, -7.6383], [2.5220, 1.8054, -8.2501], [0.7558, 3.3289, -7.7796], [1.3970, 4.1471, -8.4145], [-0.5267, 3.5885, -7.1652], [-1.1440, 2.6156, -6.4737], [-2.3139, 2.7866, -5.8870], [1.1761, -0.0086, -6.8376], [2.7206, 2.6680, -8.6650], [-0.9546, 4.5736, -7.2849], [-2.5758, 1.9513, -5.4426]], "mulliken_charge": [-1.0799, -0.7678, 0.5516, -1.0456, -0.1633, 0.8384, -0.7313, 0.0004, -0.5022, -0.3653, 0.7950, -0.9235, -0.4945, -0.2139, -0.2729, 0.6222, -0.6631, -0.5054, 0.3291, 0.2301, 0.3341, 0.4079, 0.4489, 0.3353, 0.4623, 0.0457, 0.4161, 0.3225, 0.3432, 0.3056, 0.2869, 0.4066, 0.2938, -0.7441, 1.1346, -0.9170, 0.4200, -0.6516, 0.8185, -0.3873, -1.2647, 0.4176, -0.5937, 0.5839, 0.2583, 0.4814, 0.3634, -0.5954, 1.0655, -1.1298, 0.3738, -0.5796, 1.0609, -0.6298, -0.9346, 0.3713, -0.5419, 0.4347, 0.3702, 0.4362, 0.3325]}

***

No. 4
{"formula": "C18H23BeCaClF5O19PS", "method": "wB97M-V/def2-TZVPD", "max_force_ev_per_a": 7.80, "molar_mass_g_mol": 785.9, "homo_energy_ha": -0.226, "orbital_gap_ha": 0.044, "symbols": ["O", "C", "O", "O", "P", "O", "O", "Cl", "O", "S", "O", "O", "C", "F", "F", "C", "F", "F", "F", "Be", "C", "O", "C", "O", "O", "C", "H", "H", "H", "H", "H", "H", "C", "C", "C", "O", "C", "H", "H", "H", "H", "H", "H", "H", "H", "O", "H", "Ca", "C", "C", "C", "O", "C", "C", "C", "O", "O", "O", "H", "H", "H", "H", "O", "C", "C", "O", "H", "H", "H", "H"], "coordinates": [[-4.5224, -2.0388, 0.1648], [-3.4176, -2.6745, 0.1326], [-2.7469, -2.8258, 1.3529], [-2.8168, -3.2884, -1.0203], [-2.6933, -2.2185, -2.3384], [-3.9874, -1.4882, -2.6966], [-2.2973, -3.2101, -3.7186], [-2.9158, -4.7560, -3.3075], [-1.3746, -1.1350, -2.1368], [-0.9371, -0.3586, -3.5548], [-1.9749, -0.3523, -4.6331], [0.3111, -1.0080, -4.1307], [-0.4671, 1.3986, -3.0217], [0.3812, 1.2048, -1.8679], [0.3064, 2.0757, -3.9928], [-1.7519, 2.2802, -2.5925], [-1.3553, 3.6504, -2.4157], [-2.2975, 1.8345, -1.3551], [-2.7400, 2.3040, -3.6119], [-3.8722, -0.6992, 1.6049], [1.2561, -5.4005, 1.8841], [2.1762, -5.1086, 0.8325], [1.6017, -4.6314, -0.2842], [0.4212, -4.4430, -0.4489], [2.5720, -4.4001, -1.1870], [2.1015, -3.8862, -2.4318], [1.8281, -5.7777, 2.7328], [0.7288, -4.4964, 2.1971], [0.5485, -6.1727, 1.5738], [1.6075, -2.9220, -2.2894], [1.4270, -4.5986, -2.9129], [2.9662, -3.7382, -3.0801], [3.3866, 2.4973, -1.5686], [3.5176, 2.3446, -3.0667], [3.4023, 3.7823, -3.5393], [3.9329, 4.6048, -2.5045], [4.1104, 3.8046, -1.3225], [3.8072, 1.6644, -1.0036], [2.3314, 2.5973, -1.2967], [4.5107, 1.9463, -3.3140], [2.7669, 1.6878, -3.5104], [2.3572, 4.0687, -3.6927], [3.9513, 3.9639, -4.4660], [5.1842, 3.6437, -1.1853], [3.7258, 4.3426, -0.4526], [4.7989, 6.2426, 0.8974], [4.4923, 6.7531, 0.1516], [5.1121, 3.5060, -5.8165], [-6.5668, -2.1544, 6.0320], [-6.1893, -2.0173, 4.7592], [-7.1888, -1.8658, 3.6641], [-6.8062, -1.7231, 2.5142], [-8.6108, -1.8995, 4.0213], [-8.9889, -2.0403, 5.2938], [-7.9886, -2.1641, 6.3920], [-8.3698, -2.2727, 7.5452], [-10.3065, -2.0759, 5.6399], [-4.8737, -2.0089, 4.4077], [-5.8512, -2.2629, 6.8362], [-9.3262, -1.8063, 3.2153], [-10.3168, -2.1826, 6.6117], [-4.8688, -1.8972, 3.4345], [8.3712, 5.9977, 0.2835], [7.7995, 5.0521, 0.9680], [8.9021, 4.3976, 2.0022], [8.3328, 3.4424, 2.6759], [7.3861, 4.2011, 0.4008], [6.9391, 5.3355, 1.5987], [9.3031, 5.2497, 2.5749], [9.7655, 4.1253, 1.3725]], "mulliken_charge": [-0.5551, 0.6532, -0.6268, -0.0696, 0.8776, -0.5909, -0.2724, -0.0122, 0.0056, 0.9861, -0.5266, -0.5801, 0.5688, -0.2578, -0.2117, 0.5708, -0.2291, -0.1793, -0.1859, 0.4816, -0.5894, -0.3378, 0.7860, -0.5174, -0.3305, -0.4252, 0.2152, 0.2859, 0.2785, 0.1260, 0.2841, 0.2218, -0.3895, -0.5964, 0.1922, -0.4160, -0.2804, 0.4270, 0.0551, 0.5397, 0.2367, 0.3817, -0.4283, 0.0131, 0.3552, -0.7648, 0.1943, 0.6886, -0.8102, 0.2426, 0.9568, -0.4810, -0.9748, 0.3972, 0.9616, -0.6039, -0.5606, -0.4637, 0.4388, 0.4202, 0.3499, 0.1011, -0.4343, 0.3390, -0.1793, -0.4363, -0.0007, 0.1995, 0.2497, 0.2367]}

***

No. 5
{"formula": "C18H23ClN3O7PS", "method": "wB97M-V/def2-TZVPD", "max_force_ev_per_a": 2.07, "molar_mass_g_mol": 491.9, "homo_energy_ha": -0.303, "orbital_gap_ha": 0.283, "symbols": ["N", "C", "C", "P", "O", "C", "C", "N", "S", "N", "C", "C", "Cl", "H", "H", "H", "H", "H", "O", "C", "O", "C", "C", "C", "H", "H", "H", "H", "H", "H", "O", "C", "O", "C", "C", "C", "H", "H", "H", "H", "H", "H", "O", "C", "O", "C", "C", "C", "H", "H", "H", "H", "H", "H"], "coordinates": [[1.1995, -0.6938, -4.8187], [1.9181, -1.8032, -5.2872], [1.8398, -2.1268, -6.7213], [0.8089, -1.0515, -7.7951], [1.3602, 0.3247, -7.7528], [2.5171, -3.1654, -7.2794], [3.3443, -3.9439, -6.4054], [4.1023, -4.9751, -6.8127], [4.8581, -5.4724, -5.4697], [4.2736, -4.4691, -4.3292], [3.4509, -3.6535, -4.9989], [2.7030, -2.5573, -4.4692], [2.8064, -2.1414, -2.7762], [0.2487, -0.6859, -5.1775], [1.1243, -0.7684, -3.8027], [0.7868, -1.5907, -9.1037], [-0.5273, -1.0223, -7.3080], [2.4379, -3.3765, -8.3461], [0.6856, -1.1766, -1.4145], [0.6499, -0.8881, -0.2501], [-0.4860, -0.8810, 0.4806], [-0.2086, -0.3856, 1.8081], [1.2761, -0.6084, 2.0130], [1.8214, -0.4428, 0.6007], [-0.4780, 0.6658, 1.8482], [-0.8104, -0.9321, 2.5329], [1.7138, 0.0717, 2.7397], [1.4554, -1.6301, 2.3573], [2.0489, 0.5994, 0.3702], [2.6915, -1.0710, 0.4236], [0.2113, 2.0201, 3.5580], [-0.0185, 3.0747, 3.0369], [0.0917, 3.2961, 1.7041], [-0.1454, 4.6876, 1.4221], [-0.9498, 5.1997, 2.6044], [-0.4185, 4.3440, 3.7474], [0.8192, 5.1912, 1.3246], [-0.6861, 4.7797, 0.4824], [-0.8426, 6.2711, 2.7669], [-2.0096, 4.9879, 2.4512], [0.4662, 4.7849, 4.2109], [-1.1848, 4.1474, 4.4926], [-2.9085, 2.1083, 4.4984], [-3.3887, 1.0552, 4.7989], [-4.5322, 0.5729, 4.2529], [-4.9006, -0.6565, 4.9001], [-3.6141, -1.1880, 5.5080], [-2.8658, 0.0955, 5.8462], [-5.6585, -0.4372, 5.6560], [-5.3238, -1.3394, 4.1662], [-3.7799, -1.8418, 6.3629], [-3.0552, -1.7515, 4.7581], [-3.1289, 0.4742, 6.8352], [-1.7888, -0.0250, 5.7592]], "mulliken_charge": [-0.5511, -0.0994, 0.4895, 0.3432, -0.6025, -0.9929, 0.6353, -0.6720, 0.1743, -0.6421, 0.5908, 0.6105, -0.1378, 0.2658, 0.1778, 0.0638, 0.0671, 0.2870, -0.5544, 0.4390, -0.3721, 0.1124, -0.5565, -0.3960, -0.0460, 0.1515, 0.3187, 0.3331, 0.2863, 0.2658, -0.5404, 0.5646, -0.3626, -0.4927, -0.5413, -0.3468, 0.2741, 0.3290, 0.3482, 0.2663, 0.3097, 0.2109, -0.5585, 0.5046, -0.3659, -0.4458, -0.4661, -0.3546, 0.2593, 0.3281, 0.3298, 0.2149, 0.3056, 0.2405]}